No. 1
Computed, not measured: a 13-piece molecular cluster, C36H103N5O13 overall in a non-equilibrium geometry, with ωB97M-V with the def2-TZVPD basis set.

For the energy above the lowest of the compared OMol25 structures with the same formula, charge and spin, the calculation gives 111.9 kcal per mole. As for the total energy: -2684.98240 Eh. For the HOMO energy, the calculation gives -9.0 eV. Its charge is 0. As for the gap between HOMO and LUMO: 9.211 eV.

Atoms and positions in Å:
H 21.206 -4.842 -3.344
H 13.687 6.350 3.137
H 22.445 -10.622 -0.294
H 20.065 -4.405 -1.251
H 19.539 -2.066 8.312
H 11.852 -9.236 8.948
H 18.946 -3.209 7.061
N 19.696 -3.533 -1.602
C 20.876 -3.858 -3.678
H 15.238 -3.559 4.234
O 4.501 -3.677 4.393
H 15.992 -10.445 1.536
H 8.783 -0.951 7.171
H 20.241 1.156 2.528
C 20.668 -2.957 -2.485
H 14.332 -4.260 -2.805
C 5.645 -3.751 3.543
O 21.827 -3.285 -4.609
H 17.122 -10.217 0.156
N 15.319 7.971 4.602
O 12.777 -5.719 3.877
O 12.342 -9.334 6.993
O 21.804 -7.698 1.418
H 20.622 -2.223 6.157
C 19.751 -2.981 7.761
C 14.309 0.213 -6.160
C 9.448 -9.274 0.007
H 6.774 -5.963 -2.801
O 13.517 4.746 4.425
C 14.597 6.791 5.046
H 8.730 -6.618 -0.242
H 20.508 -6.533 2.576
N 24.738 -9.550 0.110
O 9.529 0.893 9.061
H 15.989 -11.101 -1.144
H 19.958 -3.982 -4.251
H 13.398 -2.398 -1.653
H 22.806 -2.492 -2.394
H 16.799 -12.944 1.622
H 15.330 -5.304 4.608
H 9.284 -6.362 -1.875
H 14.887 -2.317 -5.667
H 12.717 6.367 5.946
H 20.849 -8.054 3.256
H 15.289 0.672 -6.034
H 18.790 -3.662 -2.031
H 18.606 0.957 1.837
H 14.855 -4.184 -4.302
H 12.514 3.056 3.963
N 14.855 -3.668 -3.434
H 23.583 -8.194 2.300
O 15.543 -11.287 -0.314
C 14.431 -1.342 9.466
H 14.212 -0.558 7.386
H 9.715 -8.658 6.798
O 7.545 -7.581 -1.609
H 19.553 1.335 4.799
C 6.551 -4.820 4.058
N 11.139 -7.737 -0.680
H 6.788 -4.668 5.111
C 21.321 -7.248 2.695
O 13.871 -0.572 -5.086
H 8.450 -9.668 -0.188
C 20.186 -4.153 8.615
H 9.714 1.862 7.206
H 13.165 -6.431 4.389
H 21.269 -1.142 -4.571
H 6.055 -5.788 4.137
H 6.062 -2.745 3.577
H 12.851 -3.613 3.822
H 15.181 6.271 5.805
C 13.129 3.818 3.483
O 19.395 -0.582 2.940
C 9.822 -8.252 -1.030
H 18.555 2.493 4.033
H 12.696 7.860 5.086
C 13.315 7.257 5.752
H 23.041 -9.826 -1.768
C 21.981 -2.696 -1.711
H 17.911 0.872 4.447
H 8.071 1.490 7.664
C 18.764 1.423 4.051
C 23.521 -8.810 0.127
C 14.728 -1.694 -4.787
H 15.126 5.388 3.417
H 9.387 -8.723 0.946
H 13.059 -2.740 -3.852
H 9.402 -9.141 8.417
H 25.529 -9.065 0.507
H 13.683 0.450 8.576
H 11.539 -7.769 7.962
H 20.594 -4.999 8.062
H 15.731 8.305 5.462
H 5.619 -7.088 -2.226
H 19.368 -4.549 9.216
H 15.733 -1.398 -4.484
C 14.091 -2.464 -3.637
C 6.553 -6.601 -1.946
H 18.214 -11.787 1.421
H 15.019 -1.640 -1.868
H 7.489 -4.926 3.513
H 22.169 -6.865 3.263
H 13.577 -0.781 -2.441
H 10.188 -10.074 0.045
H 16.082 7.731 3.986
C 22.885 -8.585 1.560
C 21.264 -2.041 -5.188
C 13.329 -4.475 4.287
H 5.318 -3.891 2.512
H 14.338 -0.439 -7.033
C 11.507 -8.859 7.986
C 14.254 5.822 3.904
H 10.332 -0.272 6.666
H 4.183 -2.772 4.354
C 17.278 -12.174 1.017
H 21.002 -3.875 9.281
C 9.274 -0.051 6.801
H 23.763 -7.872 -0.373
H 20.206 -2.115 -5.439
H 13.481 7.738 6.716
H 22.308 -3.586 -1.173
H 13.653 1.026 -6.470
H 15.358 0.386 8.361
H 21.667 -9.141 -0.832
C 22.624 -9.660 -0.774
C 8.822 -7.098 -1.216
H 25.052 -9.789 -0.819
H 19.346 -1.035 2.096
C 14.486 -0.266 8.400
H 11.121 -7.405 0.273
H 22.440 -9.502 1.944
H 10.146 -10.303 7.227
H 21.951 -1.805 -1.084
H 21.688 -1.700 -6.132
O 20.861 -2.689 6.961
O 13.158 -1.894 9.587
H 12.479 -10.277 7.115
H 8.937 0.194 5.794
H 17.489 -12.753 0.118
H 9.779 -8.773 -1.986
H 11.814 -8.489 -0.661
C 16.472 -10.919 0.679
C 10.111 -9.280 7.601
C 9.099 1.132 7.731
C 14.020 -1.765 -2.285
H 12.530 4.248 2.681
H 13.979 3.282 3.058
C 19.232 0.789 2.713
H 13.099 -4.285 5.336
H 14.760 -0.975 10.437
H 9.050 1.483 9.647
H 12.524 -1.179 9.504
H 6.206 -6.051 -1.071
H 15.068 -4.804 2.972
H 20.267 -2.003 -2.827
C 14.833 -4.544 4.004
H 15.099 -2.179 9.263

=====

No. 2
Computed, not measured: a 2-piece molecular cluster, C4H13N2O overall in a non-equilibrium geometry, with ωB97M-V with the def2-TZVPD basis set.

For the energy above the lowest of the compared OMol25 structures with the same formula, charge and spin, the calculation gives 49.0 kcal per mole. As for the total energy: -344.68881 Eh. For the HOMO energy, the calculation gives -13.6 eV. Its charge is +1. As for the gap between HOMO and LUMO: 9.463 eV.

Atoms and positions in Å:
H -1.576 -2.184 -1.984
H 0.642 1.540 1.338
N 1.155 0.729 1.681
H 0.043 0.477 3.400
H 1.830 0.676 3.737
C 1.837 0.074 0.759
C -1.231 -1.211 -2.372
H -1.032 0.910 -1.486
H -1.842 -0.919 -3.247
H -1.032 -0.390 -0.342
H 1.175 -0.856 3.076
O -2.906 0.003 -1.184
H 2.377 -0.823 1.055
C -1.524 -0.129 -1.302
H 2.235 -0.288 -1.144
H -0.205 -1.300 -2.745
N 1.950 0.437 -0.524
H -3.086 0.180 -0.270
C 1.054 0.239 3.075
H 1.173 0.951 -0.969

=====

No. 3
Computed, not measured: C37H30GaNO2PTe as an isolated structure in a non-equilibrium geometry, with ωB97M-V with the def2-TZVPD basis set.

For the energy above the lowest of the compared OMol25 structures with the same formula, charge and spin, the calculation gives 52.5 kcal per mole. As for the total energy: -4167.41887 Eh. For the HOMO energy, the calculation gives -3.7 eV. Its charge is -1. As for the gap between HOMO and LUMO: 6.220 eV.

Atoms and positions in Å:
H 2.013 -0.963 3.114
H -6.193 2.202 0.221
C 3.319 0.212 -2.789
H -1.840 0.556 -0.087
H -2.785 -1.996 2.805
C 0.978 -2.754 3.523
H -2.927 -1.036 -5.300
C 5.475 -0.398 -1.801
H -6.999 1.491 2.478
H 4.024 3.022 2.635
H -2.429 -1.069 -0.201
C -4.317 1.144 0.385
H 1.172 -2.607 4.582
H 5.940 1.141 -4.806
C -2.283 -0.275 0.457
C 0.676 1.553 1.347
C 5.695 -1.790 0.266
Te 1.156 0.182 -3.188
C -3.144 -0.551 -4.390
C 3.495 -1.016 -0.517
H -3.278 2.485 -0.837
H 7.336 -1.009 -0.868
N -3.848 1.627 -0.836
C -4.008 -0.198 2.358
C 4.070 0.693 -3.825
H -5.452 -0.036 3.849
C 1.464 -1.789 2.651
H -1.902 1.135 -4.901
H 7.237 0.254 -2.857
C -6.068 1.128 2.075
C -2.529 0.683 -4.147
C 1.255 -1.877 1.262
C 4.043 -0.385 -1.668
C 6.240 -1.053 -0.790
H 1.901 4.338 2.920
O -2.247 3.399 -1.844
C -3.920 -1.138 -3.402
H -0.874 -4.537 1.415
H -4.785 -0.799 -1.396
C 5.493 0.696 -3.905
H -0.259 1.219 1.001
Ga 0.991 2.771 -2.605
P 1.738 -0.676 -0.032
C 0.149 -3.767 3.090
H 3.785 -2.224 1.147
H 3.919 0.837 1.401
C 0.703 2.745 2.070
C -3.552 0.193 1.091
H -3.573 -1.169 4.206
H -2.207 -0.450 3.433
C 1.883 3.327 2.439
C -3.108 -1.036 3.229
H 0.212 -3.033 -0.181
C -0.155 -3.787 1.752
C 3.051 1.434 1.505
C -4.125 -0.393 -2.178
C -1.875 2.577 -2.696
C -3.591 0.877 -1.935
C 1.832 0.859 1.054
C -5.232 0.279 2.845
H -0.157 3.218 2.438
C 6.165 0.161 -2.902
C 4.326 -1.647 0.394
C 0.410 -2.924 0.847
H -4.325 -2.142 -3.475
C 3.066 2.670 2.168
C -2.737 1.377 -2.966
H -0.290 -4.420 3.818
H 3.536 1.102 -4.662
H -1.605 -0.654 1.234
C -5.561 1.539 0.849
O -0.871 2.690 -3.439
H 6.303 -2.219 1.072

=====

No. 4
Computed, not measured: the molecule C4H9N3 in a non-equilibrium geometry, with ωB97M-V with the def2-TZVPD basis set.

For the energy above the lowest of the compared OMol25 structures with the same formula, charge and spin, the calculation gives 44.6 kcal per mole. Its SMILES is CN1C=NNCC1. As for the total energy: -322.01929 Eh. For the HOMO energy, the calculation gives -7.7 eV. Its charge is 0. As for the gap between HOMO and LUMO: 8.699 eV.

Atoms and positions in Å:
N 0.907 -0.014 -0.029
H 2.818 0.888 -0.455
H -1.362 0.836 -1.352
N -1.064 -1.321 -0.053
N -1.661 -0.166 0.415
H -2.697 -0.346 0.197
C 0.203 -1.232 -0.111
H 0.846 -2.076 -0.467
H 2.802 -0.829 -0.433
H 2.716 0.048 1.117
H 0.564 2.030 -0.608
H -1.840 1.905 -0.028
C 2.337 0.019 0.070
C 0.157 1.234 0.096
C -1.253 1.057 -0.299
H 0.214 1.587 1.168